DFT (ωB97M-V with the def2-TZVPD basis set) results for a molecular structure, C11H8F5IN3O2S6Tc in a non-equilibrium geometry.

## Properties
* ⟨S²⟩: 0.80
* LUMO (spin up / spin down): -0.12 / -0.23 eV
* HOMO energy (spin up / spin down): -0.1797 / -0.1797 hartree
* 2S+1: 2
* E: -4005.81929 Ha
* net charge: -1
* strongest force on any atom: 2.57 eV/A

Structure (XYZ):
```
37
C11H8F5IN3O2S6Tc, DFT ωB97M-V with the def2-TZVPD basis set
Tc 0.7394 1.0954 1.9473
S 3.5775 -5.0567 4.7893
C 3.0191 -3.6493 4.1771
S 3.0552 -3.2837 2.4710
C 2.2862 -1.7133 2.5784
C 1.9436 -1.2980 3.8324
S 1.1656 0.1949 4.1674
S 2.3481 -2.3743 5.1565
S 2.0206 -0.7945 1.1551
N -1.0715 -0.0901 1.9020
C -2.0463 0.5222 2.8100
C -1.9031 2.0694 2.7026
O -2.8735 2.7909 2.7809
O -0.6971 2.4439 2.5352
H -1.4583 -0.1220 0.9539
H -0.8992 -1.0622 2.1594
H -1.7916 0.2623 3.8428
H -3.0776 0.2185 2.6119
I 2.7736 2.8299 1.8977
F -0.1177 -0.3280 -7.1407
C -0.3195 -0.4695 -5.8193
C 0.1284 -1.6109 -5.1615
F 0.7783 -2.5621 -5.8515
C -0.0931 -1.7682 -3.8044
F 0.3434 -2.8863 -3.2054
C -0.7664 -0.7949 -3.0457
S -1.0660 -0.9748 -1.3734
C -1.2025 0.3463 -3.7407
F -1.8550 1.3091 -3.0634
C -0.9964 0.5096 -5.0984
F -1.4458 1.6069 -5.7292
N -0.3460 3.0973 -0.3044
N 0.1712 1.7621 -0.1418
H 0.3605 3.7458 0.0391
H -1.1630 3.2109 0.2965
H 0.9964 1.7061 -0.7516
H -0.5172 1.1171 -0.5751
```

=====

DFT (ωB97M-V with the def2-TZVPD basis set) results for a molecular structure, C11H9GaNO9SbSe4 in a non-equilibrium geometry.

## Properties
* relative energy (zero: lowest compared OMol25 entry of this formula, charge and spin): 0.0 kJ/mol
* LUMO: 2.69 eV
* HOMO energy: -0.0145 hartree
* E: -12927.36937 Ha
* net charge: -2
* strongest force on any atom: 3.96 eV/A

Structure (XYZ):
```
36
C11H9GaNO9SbSe4, DFT ωB97M-V with the def2-TZVPD basis set
Ga 14.0792 -9.7465 1.4109
O 19.4254 -14.4241 0.4930
C 19.3136 -14.1135 1.8241
O 20.0921 -14.5311 2.7072
C 18.0653 -13.1925 1.9661
O 18.3924 -11.7835 1.8912
C 17.6846 -10.9900 2.7724
C 16.2982 -10.4584 2.3499
O 15.9720 -9.2694 2.6186
O 15.5017 -11.2404 1.7770
H 20.3440 -14.7862 0.3351
H 17.6415 -13.4230 2.9471
H 17.6324 -13.3807 0.9546
H 18.2282 -10.0482 2.8947
H 17.5380 -11.5384 3.7377
Se 11.7457 -9.9394 -2.0679
Sb 14.2674 -9.6093 -2.3915
Se 12.5098 -11.2086 0.0362
Se 14.8790 -8.2111 -0.2839
Se 14.9603 -11.9282 -1.9893
O 13.0232 -9.5599 3.0766
C 12.3478 -8.4708 2.8739
O 12.7735 -7.5028 2.1457
C 11.0883 -8.2866 3.6745
C 10.1220 -7.2510 3.4538
C 9.1889 -7.1554 4.4523
C 9.1869 -7.9213 5.6004
C 10.0567 -8.9994 5.8163
C 10.9253 -9.1950 4.7084
N 8.1196 -7.5954 6.5551
O 7.0685 -7.0872 6.0993
O 8.2588 -7.9311 7.7819
H 10.2091 -6.6133 2.5505
H 8.4339 -6.3399 4.5734
H 9.7824 -9.6773 6.6774
H 11.5613 -10.0691 4.6970
```

=====

DFT (ωB97M-V with the def2-TZVPD basis set) results for a molecular structure, C11H9NO2 in a non-equilibrium geometry.

## Properties
* relative energy (zero: lowest compared OMol25 entry of this formula, charge and spin): 0.0 kJ/mol
* ⟨S²⟩: 2.01
* LUMO (spin up / spin down): 0.67 / -3.21 eV
* HOMO energy (spin up / spin down): -0.2118 / -0.3586 hartree
* 2S+1: 3
* E: -629.50689 Ha
* net charge: 0
* strongest force on any atom: 5.27 eV/A

Structure (XYZ):
```
23
C11H9NO2, DFT ωB97M-V with the def2-TZVPD basis set
C 0.3650 1.8010 3.0466
C 0.0720 1.1523 2.0551
C 1.9264 -2.4303 -1.3246
C 1.0760 -1.6709 -2.1258
C 1.9997 -2.1910 0.0601
C 0.0997 -0.8297 -1.5664
C 1.0889 -1.1855 0.5253
C 0.2882 -0.4132 -0.2236
C -1.7193 2.5386 -0.3218
C -2.1376 0.4117 0.4857
C -0.6419 0.6000 0.2618
N -0.5663 1.8590 -0.3882
O -1.8646 3.6907 -0.7020
O -2.6520 1.7198 0.2427
H 0.4446 2.1322 4.0283
H 2.5195 -3.1376 -1.7785
H 1.1699 -2.0214 -3.1191
H 2.5186 -2.6708 0.7861
H -0.7015 -0.4287 -2.1940
H 1.4073 -0.9546 1.5259
H -2.6656 -0.3000 -0.2118
H -2.3409 0.0108 1.4354
H 0.3139 2.3176 -0.4971
```

=====

DFT (ωB97M-V with the def2-TZVPD basis set) results for C11H9NO4 in the gas phase.

## Properties
* relative energy (zero: lowest compared OMol25 entry of this formula, charge and spin): 0.0 kJ/mol
* LUMO: -0.50 eV
* HOMO energy: -0.3683 hartree
* SMILES: O=C(O)CCN1C(=O)c2ccccc2C1=O
* E: -780.36181 Ha
* net charge: 0
* strongest force on any atom: 0.79 eV/A

Structure (XYZ):
```
25
C11H9NO4, DFT ωB97M-V with the def2-TZVPD basis set
O 1.9848 1.6841 3.9628
C 1.6893 0.6269 3.4802
O 1.4923 -0.4745 4.2124
H 1.6153 -0.2881 5.1567
C 1.4621 0.3603 2.0114
C -0.0368 0.4920 1.7002
N -0.3103 0.1782 0.3180
C -0.8244 -1.0445 -0.0989
O -1.1122 -1.9553 0.6334
C -0.9304 -0.9421 -1.5742
C -1.3803 -1.8515 -2.5083
C -1.3635 -1.4657 -3.8454
C -0.9114 -0.2112 -4.2242
C -0.4585 0.7065 -3.2809
C -0.4747 0.3232 -1.9563
C -0.0663 1.0555 -0.7328
O 0.3805 2.1663 -0.6132
H -0.1061 1.6847 -3.5681
H -0.9106 0.0592 -5.2695
H -1.7087 -2.1558 -4.6006
H -1.7312 -2.8257 -2.2058
H -0.6110 -0.2111 2.3092
H -0.3633 1.5172 1.8944
H 2.0187 1.0908 1.4239
H 1.7923 -0.6525 1.7779
```